C5H10N2 in the gas phase in a non-equilibrium geometry, computed with ωB97M-V/def2-TZVPD.

Computed properties:
ΔE to the lowest compared entry with this formula, charge and spin (kcal/mol): 94.58

Last column: Mulliken charge in e.
CARTESIAN COORDINATES (ANGSTROEM)
1 C 1.48 0.99 0.47  -0.8537
2 C 0.21 1.05 -0.29  -0.5692
3 C -0.82 -0.96 0.99  -1.4762
4 C -1.88 -0.02 -1.04  -1.5418
5 C -0.77 0.17 -0.01  1.0529
6 N 2.27 -0.24 -0.13  0.3475
7 N 1.65 -1.17 -0.49  -0.7264
8 H 2.24 1.78 0.41  0.4078
9 H 1.36 0.76 1.46  0.2984
10 H 0.19 1.73 -1.01  0.5288
11 H -1.90 -1.19 1.28  0.3883
12 H -0.62 -1.83 0.54  0.4553
13 H -0.07 -0.80 1.74  0.2952
14 H -2.57 0.80 -0.93  0.3662
15 H -2.55 -0.83 -0.87  0.4010
16 H -1.53 -0.05 -2.03  0.3552
17 H 3.33 -0.20 -0.09  0.2707

C5H10O2 in the gas phase in a non-equilibrium geometry, computed with ωB97M-V/def2-TZVPD.

Computed properties:
ΔE to the lowest compared entry with this formula, charge and spin (kcal/mol): 41.59

Last column: Mulliken charge in e.
CARTESIAN COORDINATES (ANGSTROEM)
1 O -2.71 0.95 -0.17  -0.5311
2 C -1.41 1.21 -0.65  -0.6441
3 C -0.47 0.08 -0.33  0.3105
4 C 0.96 0.19 -0.81  -0.7482
5 C 1.61 -0.84 0.16  -0.4685
6 C 0.51 -1.07 1.29  -0.5071
7 O -0.34 0.04 1.09  -0.4500
8 H -2.60 0.67 0.75  0.3372
9 H -0.99 2.11 -0.18  0.3367
10 H -1.48 1.40 -1.73  0.3190
11 H -0.80 -0.91 -0.67  0.2633
12 H 1.37 1.21 -0.72  0.3124
13 H 1.02 -0.08 -1.87  0.3327
14 H 2.44 -0.35 0.68  0.2603
15 H 2.09 -1.64 -0.43  0.3187
16 H 0.97 -1.00 2.27  0.2900
17 H -0.17 -1.96 1.33  0.2682

A molecular structure, C16H19BBr33NO2PS in a non-equilibrium geometry, computed with ωB97M-V/def2-TZVPD.

Computed properties:
Total charge: -1
ΔE to the lowest compared entry with this formula, charge and spin (kcal/mol): 0.00

Last column: Mulliken charge in e.
CARTESIAN COORDINATES (ANGSTROEM)
1 O -1.54 0.28 1.88  -0.4516
2 P -1.54 -0.51 0.42  0.6667
3 O -3.13 -0.55 0.03  -0.4564
4 S -0.76 -2.28 0.73  -0.4256
5 B -0.51 0.58 -0.84  0.4859
6 C -0.34 2.03 -0.14  -0.0472
7 C 0.87 2.42 0.46  -0.3536
8 C 0.84 3.69 1.06  -0.9397
9 C -0.26 4.52 1.08  -0.3914
10 N -1.40 4.17 0.48  -0.7140
11 C -1.38 2.96 -0.08  -0.5749
12 H -0.64 0.28 2.23  0.1479
13 H -3.63 0.03 0.62  0.2703
14 H -1.11 0.68 -1.88  -0.1513
15 H 0.55 0.04 -0.98  -0.1016
16 H 1.74 1.78 0.49  0.4368
17 H 1.73 4.03 1.55  0.9529
18 H -0.21 5.48 1.59  0.3641
19 H -2.32 2.65 -0.54  0.4251
20 C 1.99 2.14 -4.22  0.3920
21 Br 0.94 0.56 -4.57  0.0585
22 Br 1.56 2.93 -2.52  0.0195
23 Br 3.88 1.78 -4.40  -0.0559
24 H 1.73 2.86 -4.98  -0.4438
25 C 0.10 4.21 -7.95  -0.3007
26 Br 0.77 2.81 -9.09  -0.0173
27 Br -1.32 3.60 -6.82  0.0296
28 Br 1.51 5.04 -6.92  0.0491
29 H -0.31 4.98 -8.60  0.2823
30 C -0.48 -2.09 5.34  -0.3073
31 Br -1.16 -3.87 5.05  0.0240
32 Br 0.91 -1.62 4.10  -0.0470
33 Br -1.90 -0.78 5.36  -0.0365
34 H -0.03 -2.09 6.33  0.3473
35 C -3.78 -2.20 -3.81  -0.3623
36 Br -2.07 -1.32 -3.75  0.0240
37 Br -3.94 -3.53 -2.43  -0.0317
38 Br -5.24 -0.94 -3.77  -0.0852
39 H -3.84 -2.72 -4.76  0.3378
40 C 2.37 8.73 -7.82  -0.0387
41 Br 4.08 9.42 -8.38  -0.0235
42 Br 1.52 9.89 -6.53  -0.0242
43 Br 1.22 8.39 -9.33  -0.0161
44 H 2.54 7.78 -7.34  0.0370
45 C 2.56 3.44 5.25  -0.3707
46 Br 4.35 3.98 4.78  -0.0476
47 Br 1.78 4.64 6.55  -0.0474
48 Br 1.45 3.24 3.69  0.2269
49 H 2.64 2.47 5.73  0.3152
50 C -2.37 9.39 -7.17  0.1433
51 Br -2.51 9.89 -9.03  -0.0196
52 Br -3.63 10.35 -6.07  -0.0351
53 Br -2.52 7.48 -6.93  0.0542
54 H -1.37 9.67 -6.84  -0.1424
55 C 1.33 -6.62 2.85  -0.4008
56 Br 0.77 -4.89 2.22  0.2156
57 Br 3.24 -6.74 3.05  -0.0474
58 Br 0.41 -7.13 4.47  -0.0146
59 H 1.04 -7.34 2.09  0.3367
60 C 0.61 -4.42 -3.76  -0.3237
61 Br 0.23 -3.44 -2.14  0.0734
62 Br -0.45 -6.03 -3.89  -0.0709
63 Br 0.43 -3.32 -5.34  -0.0969
64 H 1.65 -4.72 -3.71  0.3586
65 C -0.40 -7.23 8.26  -0.0817
66 Br 0.31 -5.50 8.74  0.0257
67 Br -0.09 -8.54 9.64  -0.0036
68 Br -2.27 -7.13 7.77  0.0052
69 H 0.14 -7.55 7.38  0.0644
70 C 0.89 -11.92 11.19  0.3717
71 Br -0.53 -13.13 10.71  -0.0046
72 Br 1.31 -12.02 13.07  -0.0132
73 Br 2.46 -12.18 10.10  0.0025
74 H 0.53 -10.92 11.00  -0.4263

C24H36O2 in the gas phase, computed with ωB97M-V/def2-TZVPD.

Computed properties:
ΔE to the lowest compared entry with this formula, charge and spin (kcal/mol): 4.59

Last column: Mulliken charge in e.
CARTESIAN COORDINATES (ANGSTROEM)
1 C -2.70 -3.17 -1.52  -1.4698
2 C -3.41 -1.95 -0.93  1.2644
3 C -4.13 -2.29 0.33  -0.5176
4 C -4.16 -1.57 1.43  -0.6324
5 C -3.48 -0.24 1.62  0.5277
6 C -4.11 0.81 0.75  -0.6138
7 C -3.50 1.69 -0.04  -0.8892
8 C -2.03 1.86 -0.24  1.5688
9 C -1.66 1.69 -1.69  -0.4645
10 C -0.61 2.20 -2.30  -0.7325
11 C 0.46 3.06 -1.67  -0.5263
12 C 1.74 2.29 -1.55  -0.1556
13 C 2.57 2.31 -0.51  -0.2684
14 C 2.40 3.14 0.74  -1.1689
15 C 1.12 2.92 1.50  -0.4865
16 C 0.72 1.76 2.01  -0.2337
17 C 1.44 0.45 1.88  0.5041
18 C 0.49 -0.70 1.80  -0.7050
19 C 0.10 -1.32 0.70  0.1252
20 C 0.52 -1.02 -0.70  0.9483
21 C 1.30 -2.20 -1.31  -0.8667
22 C 2.58 -2.44 -0.56  0.4348
23 O 2.79 -3.38 0.16  -0.6179
24 O 3.48 -1.47 -0.80  -0.3254
25 C 4.75 -1.60 -0.18  -0.4374
26 C 4.75 -1.06 1.25  -0.8612
27 H -1.98 -3.57 -0.81  0.2546
28 H -3.42 -3.95 -1.76  0.4716
29 H -2.17 -2.90 -2.44  0.3698
30 H -4.14 -1.57 -1.66  0.3629
31 H -2.69 -1.15 -0.75  -0.9993
32 H -4.68 -3.23 0.30  0.3702
33 H -4.74 -1.92 2.28  0.3947
34 H -3.57 0.07 2.66  0.4830
35 H -2.41 -0.33 1.39  -0.7782
36 H -5.20 0.82 0.79  0.3757
37 H -4.11 2.38 -0.61  0.3947
38 H -1.74 2.85 0.10  0.5963
39 H -1.46 1.14 0.35  -1.2170
40 H -2.35 1.07 -2.26  0.3586
41 H -0.45 1.98 -3.35  0.3980
42 H 0.14 3.42 -0.70  0.1648
43 H 0.64 3.92 -2.33  0.3966
44 H 1.99 1.68 -2.41  0.4077
45 H 3.47 1.72 -0.57  0.4500
46 H 2.46 4.20 0.46  0.3236
47 H 3.25 2.94 1.40  0.3569
48 H 0.53 3.80 1.69  0.4663
49 H -0.20 1.73 2.58  0.3583
50 H 2.07 0.32 2.77  0.5432
51 H 2.10 0.48 1.01  -0.8779
52 H 0.07 -1.01 2.75  0.3688
53 H -0.60 -2.15 0.79  0.1788
54 H -0.37 -0.85 -1.31  -0.0049
55 H 1.13 -0.12 -0.75  -0.7908
56 H 1.54 -1.97 -2.35  0.4769
57 H 0.70 -3.11 -1.27  0.3894
58 H 5.44 -1.03 -0.81  0.3332
59 H 5.04 -2.66 -0.17  0.4223
60 H 4.03 -1.61 1.85  0.2588
61 H 4.49 -0.01 1.26  0.0699
62 H 5.74 -1.19 1.68  0.4718

5 unconnected molecules or ions with the total composition C27H57BN6O7, computed with ωB97M-V/def2-TZVPD.

Computed properties:
Total charge: +2

Last column: Mulliken charge in e.
CARTESIAN COORDINATES (ANGSTROEM)
1 C 1.62 2.51 5.19  -0.8929
2 N 2.68 2.10 4.24  0.0337
3 C 3.81 2.81 4.13  -0.2840
4 C 4.78 2.44 3.23  -0.6013
5 C 4.58 1.31 2.44  0.7953
6 C 5.60 0.89 1.43  0.4718
7 C 5.89 1.75 0.37  -0.7417
8 C 6.79 1.37 -0.59  -0.3563
9 N 7.40 0.18 -0.46  0.3757
10 O 8.24 -0.21 -1.44  -0.4119
11 B 9.68 0.06 -1.25  0.5863
12 O 10.16 1.16 -1.86  -0.4712
13 O 10.39 -0.91 -0.64  -0.4812
14 C 7.15 -0.69 0.54  -0.4553
15 C 6.25 -0.34 1.51  -0.6183
16 C 3.40 0.58 2.59  -0.4624
17 C 2.47 1.00 3.49  -0.5574
18 H 0.75 2.83 4.62  0.3784
19 H 1.99 3.35 5.78  0.2993
20 H 1.37 1.68 5.83  0.3774
21 H 3.92 3.67 4.77  0.4275
22 H 5.68 3.03 3.16  0.5458
23 H 5.39 2.70 0.25  0.5797
24 H 7.04 1.95 -1.47  0.5606
25 H 10.31 1.98 -1.39  0.3428
26 H 10.61 -0.85 0.30  0.3437
27 H 7.68 -1.63 0.50  0.5534
28 H 6.05 -1.04 2.31  0.5590
29 H 3.20 -0.30 1.99  0.5216
30 H 1.53 0.48 3.65  0.5177
31 C 1.07 1.62 -2.66  -1.6258
32 C 1.68 1.41 -1.28  0.4304
33 C 1.12 2.33 -0.19  0.4145
34 O 1.62 3.65 -0.22  -0.4159
35 C 0.96 4.53 -1.13  -0.3762
36 N 3.14 1.50 -1.38  -0.5460
37 H 1.48 2.50 -3.16  0.3184
38 H 1.29 0.76 -3.30  0.3827
39 H -0.01 1.71 -2.60  0.2980
40 H 1.43 0.39 -0.96  0.3227
41 H 1.44 1.93 0.78  -0.1427
42 H 0.02 2.32 -0.21  -0.0461
43 H -0.10 4.30 -1.19  0.0251
44 H 1.40 4.49 -2.13  0.2729
45 H 1.09 5.54 -0.74  0.2900
46 H 3.54 1.28 -0.47  0.1267
47 H 3.37 2.48 -1.54  0.3848
48 C -2.33 -3.32 -3.21  -1.6349
49 C -1.53 -2.45 -2.25  0.3699
50 C -2.00 -1.00 -2.18  -0.0728
51 O -1.62 -0.19 -3.27  -0.2865
52 C -2.44 -0.28 -4.42  -0.8498
53 N -0.10 -2.56 -2.57  -0.6552
54 H -2.05 -3.13 -4.25  0.3968
55 H -2.14 -4.37 -3.02  0.3834
56 H -3.40 -3.15 -3.10  0.3321
57 H -1.67 -2.87 -1.24  0.3206
58 H -1.53 -0.53 -1.30  0.0419
59 H -3.08 -0.94 -2.03  0.1787
60 H -3.48 -0.45 -4.15  0.3309
61 H -2.11 -1.07 -5.10  0.2619
62 H -2.36 0.67 -4.95  0.3078
63 H 0.44 -2.08 -1.86  0.1991
64 H 0.07 -2.05 -3.43  0.3752
65 C -5.81 -5.17 2.10  -1.4124
66 C -4.64 -5.47 1.17  0.1870
67 C -4.15 -4.25 0.37  -0.3365
68 O -4.97 -3.87 -0.71  -0.3114
69 C -6.11 -3.09 -0.37  -0.8356
70 N -4.98 -6.61 0.32  -0.7048
71 H -6.75 -5.11 1.55  0.2866
72 H -5.92 -5.98 2.82  0.3596
73 H -5.66 -4.24 2.64  0.3297
74 H -3.79 -5.78 1.79  0.4182
75 H -3.19 -4.51 -0.08  0.2071
76 H -3.99 -3.39 1.04  0.3117
77 H -5.90 -2.42 0.46  0.3806
78 H -6.97 -3.71 -0.13  0.2391
79 H -6.36 -2.49 -1.24  0.2976
80 H -4.17 -6.91 -0.22  0.2781
81 H -5.66 -6.31 -0.38  0.3079
82 C -5.59 2.17 1.36  -1.6180
83 C -4.63 1.01 1.10  0.3968
84 C -3.15 1.43 1.05  -0.8448
85 O -2.76 2.07 -0.14  -0.0985
86 C -3.06 3.45 -0.22  -0.8916
87 N -5.04 0.30 -0.11  -0.5158
88 H -5.74 2.77 0.46  0.2953
89 H -6.56 1.78 1.65  0.4073
90 H -5.23 2.82 2.15  0.3681
91 H -4.72 0.32 1.94  0.4231
92 H -2.54 0.52 1.10  0.2450
93 H -2.89 2.05 1.92  0.5807
94 H -2.98 3.94 0.76  0.4125
95 H -4.07 3.63 -0.62  0.2827
96 H -2.35 3.91 -0.91  0.1216
97 H -4.48 -0.54 -0.21  0.0175
98 H -4.80 0.88 -0.90  0.3668

2 unconnected molecules or ions with the total composition C6H12N in a non-equilibrium geometry, computed with ωB97M-V/def2-TZVPD.

Computed properties:
Total charge: +1
ΔE to the lowest compared entry with this formula, charge and spin (kcal/mol): 82.70

Last column: Mulliken charge in e.
CARTESIAN COORDINATES (ANGSTROEM)
1 C 1.72 1.35 0.28  -1.1616
2 C -2.13 1.19 0.12  -0.7111
3 C 1.24 0.04 0.64  0.2027
4 C -1.76 0.60 1.09  -0.0158
5 C -0.29 -1.96 0.20  -1.4303
6 C 0.34 -0.65 -0.10  -0.2051
7 N -0.11 -0.20 -1.46  -0.1581
8 H 2.17 1.81 1.22  0.3131
9 H 2.50 1.46 -0.40  0.3526
10 H -2.73 1.83 -0.56  0.4195
11 H 0.77 1.91 -0.02  0.3168
12 H 1.59 -0.37 1.55  0.4963
13 H -1.23 0.07 1.89  0.4469
14 H -1.17 -2.03 -0.34  0.5565
15 H -0.46 -1.96 1.28  0.2835
16 H 0.20 -2.86 -0.07  0.3686
17 H 0.67 0.13 -2.10  0.4024
18 H -0.68 0.60 -1.27  0.1371
19 H -0.64 -0.97 -1.94  0.3861

Listing calculated total energy for the structures above in their given order: -8323.2320; -9441.2396; -2354688.1841; -29564.5057; -52857.1616; -7896.4752 eV.